Formula: C38H39BrN7O11
Source: OMol25
Level of theory: the ωB97M-V functional and the def2-TZVPD basis

The HOMO-LUMO gap comes out at 8.188 eV. The largest force on an atom is 6.10 eV/Å. As for the HOMO energy: -11.4 eV.

ORCA input file:
```
! RIJCOSX wB97M-V def2-TZVPD def2/J DEFGRID3
* xyz 1 1
C 0.703 2.840 -6.733
O -0.509 2.455 -7.435
C -1.642 2.342 -6.557
C -1.765 3.500 -5.464
N -1.797 3.383 -3.990
C -1.962 4.633 -3.315
N -2.033 5.691 -4.288
C -1.929 5.027 -5.580
C -2.017 5.875 -6.927
C -1.126 7.225 -6.781
C 0.138 7.214 -7.818
Br -2.216 8.896 -7.039
H 1.591 2.383 -7.318
H 0.783 2.445 -5.664
H 0.824 3.980 -6.822
H -2.580 2.396 -7.232
H -1.721 1.323 -6.019
H -1.742 2.522 -3.423
H -2.054 4.882 -2.209
H -2.135 6.709 -4.163
H -1.708 5.233 -7.826
H -3.105 6.221 -7.123
H -0.650 7.332 -5.735
H 0.244 6.215 -8.358
H 0.080 8.103 -8.549
H 1.099 7.396 -7.200
C 0.562 0.005 1.257
C 0.614 -1.219 0.597
C 0.446 -1.275 -0.783
C 0.230 -0.094 -1.493
C 0.169 1.134 -0.835
C 0.336 1.179 0.543
N 0.077 -0.141 -2.947
O 0.117 -1.231 -3.491
O -0.080 0.925 -3.540
H 0.699 0.045 2.333
H 0.789 -2.129 1.159
H 0.489 -2.236 -1.285
H -0.003 2.057 -1.379
H 0.293 2.129 1.063
C 0.280 -7.243 3.362
C 0.385 -6.835 4.688
C 0.257 -5.489 5.015
C 0.019 -4.559 4.003
C -0.080 -4.961 2.672
C 0.052 -6.309 2.355
N -0.142 -3.145 4.345
O -0.031 -2.826 5.521
O -0.383 -2.359 3.436
H 0.375 -8.295 3.112
H 0.564 -7.567 5.468
H 0.341 -5.184 6.052
H -0.260 -4.244 1.878
H -0.026 -6.633 1.322
C -0.756 1.456 7.441
C -0.775 2.790 7.042
C -0.954 3.113 5.701
C -1.116 2.090 4.768
C -1.090 0.752 5.160
C -0.908 0.439 6.503
N -1.330 2.424 3.359
O -1.327 3.609 3.044
O -1.502 1.502 2.573
H -0.622 1.208 8.490
H -0.654 3.578 7.778
H -0.967 4.155 5.403
H -1.211 -0.051 4.440
H -0.889 -0.599 6.819
C 1.229 5.676 -1.911
C 2.374 6.432 -2.140
C 2.752 7.417 -1.233
C 1.975 7.632 -0.094
C 0.824 6.883 0.137
C 0.452 5.903 -0.777
N 2.383 8.650 0.877
O 3.389 9.300 0.631
O 1.697 8.788 1.879
H 0.940 4.904 -2.619
H 2.975 6.252 -3.026
H 3.646 8.000 -1.422
H 0.212 7.047 1.018
H -0.442 5.311 -0.605
C 0.252 -13.803 2.044
C 1.403 -13.055 1.809
C 1.785 -12.064 2.707
C 1.009 -11.834 3.842
C -0.147 -12.574 4.079
C -0.524 -13.561 3.174
N 1.422 -10.809 4.804
O 2.433 -10.166 4.554
O 0.735 -10.657 5.805
H -0.040 -14.579 1.343
H 2.003 -13.247 0.925
H 2.684 -11.489 2.512
H -0.759 -12.398 4.957
H -1.421 -14.145 3.350
*
```